# 1
3 unconnected molecules or ions with the total composition C23H43ClN5P at a distorted geometry, computed with the ωB97M-V functional and the def2-TZVPD basis.

Each line ends with the Löwdin charge.
Atoms and positions in Å:
H 1.07 4.32 6.34  0.07
H -4.68 -4.52 -0.76  0.11
H 1.68 5.03 3.41  0.11
C -2.83 -0.92 -0.72  -0.22
C -4.33 -0.97 -0.49  -0.19
H 2.91 -1.53 -2.47  0.10
C -5.03 -2.27 -0.51  -0.20
C -6.30 0.07 -0.04  -0.08
C -2.76 -3.48 -0.98  -0.02
C -2.27 2.88 4.15  -0.08
H 5.29 -3.32 -2.60  0.07
H 0.65 -3.23 0.38  0.10
C 3.23 -1.66 -3.51  -0.27
C -0.51 -2.14 -1.15  -0.19
H 4.48 -3.15 -6.97  0.07
N -6.39 -2.45 -0.28  0.09
H -2.16 -4.41 -1.16  0.11
C -2.07 -2.15 -0.95  -0.26
H -2.07 7.02 4.71  0.07
H 1.68 3.39 3.98  0.11
H 4.31 -1.52 -3.52  0.10
H 4.91 -4.88 -1.89  0.07
H -0.45 6.82 5.36  0.05
H -0.34 6.16 3.03  0.11
H 2.48 -1.84 0.16  0.08
H 2.43 -2.66 -5.94  0.10
N -2.50 1.84 0.18  -0.32
H -2.67 2.05 4.73  0.07
C 1.55 -1.23 0.30  -0.15
C 4.76 -4.25 -2.77  -0.09
P -1.83 0.68 -0.68  0.74
C 1.22 4.37 4.15  -0.25
H 2.68 4.67 5.71  0.07
C 4.51 -3.18 -5.88  -0.09
C 1.61 4.85 5.55  -0.09
C 0.27 -2.17 0.24  -0.67
H 5.22 -4.78 -3.61  0.06
H -8.08 -1.27 0.20  0.11
H -2.26 2.59 3.10  0.06
H -0.93 3.51 5.71  0.10
H 2.81 -4.99 -3.30  0.11
H 2.82 0.42 -3.88  0.07
H -1.71 5.63 5.73  0.07
C 2.57 -0.55 -4.32  -0.09
H 5.00 -2.26 -5.54  0.07
H 2.80 -3.81 -2.03  0.10
H -6.91 0.99 0.18  0.11
H 1.50 -0.34 -0.39  0.06
C -6.98 -1.26 -0.03  -0.10
H -1.59 1.08 -2.03  0.00
H 1.59 -0.82 1.35  0.06
C -0.87 3.23 4.65  -0.27
H -1.91 2.11 0.96  -0.06
C -0.92 5.50 3.69  -0.25
H -2.96 3.72 4.27  0.07
N -0.20 4.24 3.85  -0.20
H 5.13 -4.03 -5.60  0.05
H -1.84 5.30 3.12  0.10
C -4.20 -3.50 -0.76  0.01
H 2.92 -0.53 -5.35  0.07
H -0.22 -1.28 -1.82  0.09
H 1.45 5.92 5.67  0.05
N 2.85 -3.00 -3.94  -0.19
H 2.72 -4.32 -5.55  0.11
Cl -0.75 -1.80 1.71  0.59
H -0.26 -3.10 -1.68  0.12
H -0.57 0.37 -0.06  -0.01
C -1.30 6.27 4.95  -0.09
C 3.26 -4.04 -3.00  -0.25
H 1.48 -0.65 -4.32  0.07
H -0.28 2.30 4.60  0.12
C 3.08 -3.31 -5.34  -0.25
N -4.97 0.24 -0.27  0.10

Output
Kohn-Sham gap   7.35 eV
SMILES   C[C@@H](Cl)Cc1ccc2nccnc2c1[PH2]=N.CCN(CC)CC.CCN(CC)CC

=====

# 2
A molecular structure, C23H43FLiO18 at a distorted geometry, computed with the ωB97M-V functional and the def2-TZVPD basis.

Each line ends with the Löwdin charge.
Atoms and positions in Å:
O -6.03 -16.23 -16.84  0.01
H -1.02 -17.81 -20.01  0.09
C -1.68 -18.61 -19.64  -0.03
H -2.86 -10.53 -14.39  0.09
C -2.34 -12.61 -18.59  -0.48
H -1.02 -14.91 -19.03  0.09
O -6.72 -17.47 -15.04  0.00
O -2.66 -11.38 -18.98  0.03
H -3.82 -10.96 -15.84  0.08
O -4.01 -13.01 -14.09  0.06
H -3.43 -8.89 -19.06  0.08
H -7.05 -20.60 -18.57  0.09
H 0.64 -18.16 -15.74  0.09
O -3.93 -15.42 -21.48  0.03
H -5.53 -14.13 -21.78  0.10
C -3.61 -17.79 -14.28  -0.19
H -1.60 -18.77 -18.57  0.07
H -2.05 -12.81 -14.18  0.13
C -6.59 -18.51 -18.41  -0.20
H 0.09 -16.94 -14.63  0.10
H -1.30 -19.57 -19.98  0.08
O -6.58 -18.49 -16.96  0.04
H -3.99 -13.57 -22.17  0.11
O -3.12 -13.41 -18.11  0.04
O -0.93 -16.85 -16.40  -0.03
H -6.39 -19.64 -14.74  0.10
C -7.05 -18.81 -14.50  0.00
O -6.13 -13.59 -13.81  0.00
H -5.07 -9.12 -19.62  0.08
H -4.04 -16.82 -14.05  0.14
H -8.01 -13.75 -13.36  0.11
C -7.22 -19.65 -19.08  -0.06
C -2.89 -11.13 -15.30  -0.04
H 0.66 -14.15 -18.80  0.10
O -8.39 -12.67 -18.13  0.13
C -2.90 -12.54 -14.81  -0.24
H -6.97 -19.69 -20.13  0.10
C -0.39 -14.18 -18.53  -0.04
F -6.71 -14.12 -18.28  0.09
H -7.64 -14.56 -20.45  0.14
O -0.97 -12.92 -18.87  -0.04
H -8.30 -19.50 -18.96  0.09
H -4.21 -18.22 -15.08  0.11
C -3.55 -18.70 -13.09  -0.05
O -4.01 -15.94 -19.25  0.05
H -0.48 -14.38 -17.46  0.08
H -4.49 -18.80 -12.56  0.08
H -2.73 -13.20 -15.67  0.10
C -3.76 -16.21 -20.42  -0.52
H -9.29 -13.98 -20.25  0.15
H -3.26 -19.73 -13.31  0.09
O -7.78 -10.61 -18.95  0.15
C -6.41 -17.33 -16.33  -0.54
C -7.98 -13.99 -18.53  -0.34
H -7.63 -14.62 -14.90  0.09
C -4.07 -9.55 -19.65  -0.03
H -4.49 -10.88 -17.92  0.11
H -3.84 -18.33 -19.07  0.08
H -5.58 -18.43 -18.81  0.09
C -8.26 -13.81 -19.95  -0.03
H -8.08 -19.01 -14.82  0.10
H -4.56 -11.74 -19.46  0.10
O -3.14 -16.15 -16.44  0.04
C -4.06 -10.94 -18.92  -0.15
C 0.26 -17.13 -15.69  -0.04
H -1.98 -10.87 -15.84  0.10
O -7.82 -12.43 -20.19  0.12
O -3.35 -17.42 -20.86  0.03
O -2.29 -17.60 -14.84  0.05
O -5.22 -13.61 -15.93  0.05
H -4.44 -13.67 -20.43  0.07
Li -4.58 -14.89 -17.52  0.64
C -3.17 -18.49 -19.92  -0.19
C -7.42 -13.75 -14.29  -0.06
H 1.12 -16.61 -16.12  0.10
H -3.64 -19.36 -20.38  0.13
H -2.84 -18.31 -12.37  0.09
C -4.50 -14.15 -21.40  -0.03
C -8.01 -11.80 -19.09  -0.60
H -7.69 -12.85 -14.85  0.10
C -2.21 -16.83 -15.91  -0.48
H -7.17 -17.63 -18.71  0.13
H -3.64 -9.66 -20.64  0.08
C -5.11 -13.47 -14.72  -0.47
H -8.53 -14.75 -17.96  0.18
H -7.08 -18.75 -13.41  0.10

Output
ΔE to the lowest compared entry with this formula, charge and spin   234.3 kJ/mol
Kohn-Sham gap   11.12 eV
Total charge   +1

=====

# 3
A molecular structure, C23H43N2OP3ScSe at a distorted geometry, computed with the ωB97M-V functional and the def2-TZVPD basis.

Each line ends with the Löwdin charge.
Atoms and positions in Å:
C 0.22 -1.65 4.36  -0.09
H 0.71 -0.42 -7.39  0.12
H 1.16 3.46 0.31  0.03
O 1.70 -0.02 5.13  0.07
H -1.41 -3.85 -3.23  0.04
H 1.64 2.95 3.41  0.08
N 1.11 -1.70 6.63  0.20
C 0.30 3.38 0.98  -0.24
C -1.79 -2.79 3.68  0.02
H -2.73 -3.29 3.91  0.14
H -0.59 3.59 0.38  0.00
H 1.56 1.90 -7.12  0.13
C 0.99 1.39 -6.33  -0.04
H -4.76 0.88 1.11  0.08
Se -0.03 2.55 -2.56  0.95
H 1.25 3.00 -4.92  0.10
C -3.79 0.48 1.43  -0.23
H -1.15 -0.42 -3.45  0.09
H 1.38 -1.05 2.63  0.07
C 0.54 0.06 -6.42  -0.03
C -0.56 0.15 -4.21  -0.13
H 0.01 -4.89 -3.49  0.05
H 2.41 -0.86 -2.23  0.05
C -1.56 -2.48 2.35  -0.07
H 3.49 -0.02 2.31  0.05
H 1.06 1.54 -2.17  -0.13
P 2.40 -0.14 0.14  0.75
C 0.75 2.05 -5.14  -0.14
C 3.58 -0.68 1.44  -0.22
H 2.64 2.01 2.32  0.03
H -1.13 -2.62 5.72  0.15
H -2.97 0.13 -2.28  0.04
Sc -0.25 -0.75 0.22  0.91
P 0.22 1.72 1.82  0.79
C -0.66 -4.16 -4.04  -0.10
H -0.66 -1.52 -5.50  0.06
H 3.12 2.22 0.38  0.03
H -3.87 -0.59 1.67  0.05
C 1.10 -1.06 5.39  -0.44
H 1.76 1.23 3.68  0.01
H -1.45 -3.35 -5.96  0.05
H -4.48 0.03 -1.34  0.08
H -1.10 1.18 3.75  0.05
C -3.39 -0.14 -1.30  -0.25
C 3.17 1.46 -0.39  -0.23
H 2.56 -2.22 -1.10  0.05
H -0.14 -4.44 -6.28  0.09
H -0.83 2.92 3.71  0.08
H 4.00 -1.20 -1.42  0.08
C -1.07 2.06 3.08  -0.24
H 3.28 -1.71 1.71  0.06
C 0.45 -1.41 3.02  -0.07
H 4.23 1.32 -0.62  0.08
C -2.88 2.44 -0.39  -0.26
N -0.45 -1.74 2.06  -0.11
H -2.38 2.68 -1.34  -0.02
H -2.49 3.12 0.37  0.03
C -0.02 1.44 -4.12  -0.61
H 2.68 1.90 -1.27  0.01
H 0.38 4.22 1.66  0.08
P -2.54 0.70 0.11  0.75
H -3.27 -1.23 -1.25  0.04
H 1.85 -1.29 7.20  0.14
C -0.72 -3.98 -5.41  -0.07
C -0.23 -0.52 -5.38  -0.07
H 1.02 -2.72 6.69  0.14
H -3.46 1.02 2.32  0.03
C -0.93 -2.36 4.68  0.07
H -3.95 2.63 -0.47  0.08
H -2.04 2.24 2.61  0.02
H 4.60 -0.67 1.04  0.08
C 2.90 -1.19 -1.30  -0.25
C 1.70 1.99 2.89  -0.25
H -2.17 -2.88 1.53  0.14

Output
ΔE to the lowest compared entry with this formula, charge and spin   248.0 kJ/mol
Kohn-Sham gap   5.52 eV
Total charge   +3

=====

# 4
4 unconnected molecules or ions with the total composition C23H44BN5O13P2S at a distorted geometry, computed with the ωB97M-V functional and the def2-TZVPD basis.

Each line ends with the Löwdin charge.
Atoms and positions in Å:
B -3.72 1.49 -0.14  -0.62
H -2.67 7.22 -3.77  0.09
C 3.05 -0.53 2.59  0.01
H 2.53 -1.16 3.31  0.07
H -0.22 7.46 -0.84  0.07
O 0.36 -4.36 0.09  0.08
C 2.76 0.92 -2.07  -0.73
H 0.04 -7.75 -1.56  0.11
C -1.84 0.10 1.37  -0.53
C -2.05 7.10 -2.88  0.02
H -4.22 -2.55 1.95  0.05
H -1.04 7.35 -3.17  0.07
H 0.66 -8.51 -0.11  0.12
N -3.04 -1.12 -2.47  -0.02
P -2.23 -1.68 1.95  0.87
H -0.22 3.71 1.29  0.07
O 0.80 -6.50 -0.08  0.00
H 1.45 6.88 -0.70  0.09
O -1.76 -1.07 -1.89  -0.04
N 3.35 2.02 -2.26  0.06
C -0.41 0.19 0.91  -0.48
H 2.26 -2.95 1.74  0.06
H 3.41 -4.16 1.20  0.08
C -1.24 2.65 2.86  -0.39
H 0.77 4.67 -1.61  0.11
O -0.40 -0.27 -0.37  0.04
H -4.13 3.29 0.28  0.12
H 0.28 2.65 -2.49  0.06
O 3.33 0.16 -1.14  0.07
H -1.02 -3.13 0.76  -0.01
S 1.28 0.54 -2.94  1.01
C -1.25 1.26 -2.00  -0.13
C 0.40 6.57 -0.71  -0.05
H 1.52 -4.81 -2.45  0.10
N -4.46 1.55 -1.41  0.17
H 3.07 0.48 3.01  0.10
C 4.48 -0.95 2.32  -0.52
H -0.22 2.45 3.18  0.06
C -1.21 3.30 1.46  -0.14
H 0.61 1.83 -1.00  0.08
H 3.51 -2.80 3.96  0.11
C 0.15 5.55 -1.79  -0.23
O 0.57 0.60 1.50  0.12
O -1.20 5.07 -1.77  -0.02
H -3.99 2.11 -2.10  0.07
H 0.28 -6.06 -2.67  0.07
C 4.37 0.93 -0.74  -0.19
H 4.62 -4.01 3.37  0.12
H 2.24 -8.89 -1.99  0.08
N -1.91 -2.69 0.59  -0.13
H -1.39 2.59 0.66  0.04
H -1.68 3.33 3.58  0.07
C -2.66 0.31 0.05  -0.12
O -2.98 -1.51 -3.57  0.09
H -2.40 7.79 -2.11  0.10
H -1.89 4.14 1.43  0.07
H 0.15 6.16 0.27  0.07
C 0.21 1.69 -1.99  -0.43
C -2.22 5.69 -2.37  -0.53
C -1.45 0.18 4.32  -0.32
H -4.60 0.61 -1.77  0.05
C 0.53 -5.30 -0.63  -0.50
H -0.20 -4.40 -2.41  0.09
P -2.23 1.10 2.91  0.97
C 2.93 -3.74 2.09  -0.07
H 2.32 -4.52 2.55  0.09
O 5.30 -0.16 1.93  0.07
H -2.13 -0.51 4.79  0.02
O 4.81 -2.24 2.44  0.01
C 2.21 -7.93 -1.47  -0.06
C 0.85 -7.71 -0.84  -0.23
O -3.96 2.47 0.77  0.13
N 4.43 2.01 -1.37  0.07
H 0.42 5.92 -2.78  0.12
O -3.28 5.12 -2.43  0.10
H -3.31 -0.57 -0.02  0.11
H 5.06 0.66 0.04  0.11
H 2.44 -7.14 -2.19  0.07
C 3.96 -3.21 3.06  -0.23
C -1.60 0.09 -1.05  -0.40
H 2.99 -7.91 -0.71  0.08
H -1.47 0.95 -3.02  0.12
H 2.50 -0.51 1.65  0.07
H -2.57 -3.46 0.55  0.05
O -3.87 -1.67 2.12  -0.28
H -1.02 0.89 5.02  0.03
C 0.54 -5.15 -2.14  0.03
H -0.60 -0.39 3.94  0.00
H -1.83 2.17 -1.85  0.10

Output
Kohn-Sham gap   7.68 eV
SMILES   CCP(C)[C@]1(P(N)O)C(=O)O[C@@](CCSc2nnco2)(ON=O)[C@@H]1B(N)O.CCOC(C)=O.CCOC(C)=O.CCOC(C)=O